Record 1
{
  "formula": "C30H47BF16NO5",
  "method": "ωB97M-V with the def2-TZVPD basis set",
  "species": ["C", "C", "C", "C", "C", "C", "C", "C", "C", "C", "C", "C", "C", "C", "B", "O", "O", "N", "C", "C", "C", "O", "C", "C", "C", "H", "H", "H", "H", "H", "H", "H", "H", "H", "H", "H", "H", "H", "H", "H", "H", "H", "H", "H", "H", "H", "H", "H", "H", "H", "H", "H", "H", "H", "H", "H", "H", "H", "H", "H", "H", "H", "H", "H", "C", "C", "C", "F", "F", "F", "F", "O", "C", "C", "F", "F", "F", "F", "H", "H", "H", "H", "C", "C", "C", "F", "F", "F", "F", "O", "C", "C", "F", "F", "F", "F", "H", "H", "H", "H"],
  "xyz": [[1.16023, 2.98827, 0.59108], [-0.13645, 2.16743, 0.49802], [-1.10132, 2.70548, -0.54637], [-2.24081, 1.73360, -0.84536], [-2.69552, 1.62119, -2.30505], [-2.83063, 2.91343, -3.11996], [-2.40021, 2.76952, -4.58843], [-1.20859, 3.61875, -5.09362], [-0.30894, 2.82877, -6.03998], [0.83068, 2.01151, -5.39606], [0.89337, 2.06673, -3.87835], [1.75019, 1.01387, -3.21092], [1.45496, -0.48127, -3.40082], [2.66692, -1.07996, -2.63876], [2.85275, -2.59070, -3.11788], [3.35177, -2.88033, -4.36241], [2.47277, -3.60199, -2.28813], [3.72127, -0.12156, -3.02722], [5.13023, -0.48778, -2.93975], [5.57226, -0.53314, -1.48749], [5.99496, -1.80033, -0.92240], [6.90708, -0.68388, -1.26112], [3.23883, 1.03318, -3.38473], [4.02705, 2.16660, -3.87064], [4.49588, 3.07288, -2.71112], [1.15631, 3.62722, 1.46913], [1.28872, 3.63824, -0.27070], [2.01641, 2.32889, 0.71549], [-0.61908, 2.24691, 1.46725], [0.09713, 1.12300, 0.30614], [-0.57912, 3.02031, -1.45109], [-1.52748, 3.62410, -0.14138], [-3.09862, 1.95035, -0.21415], [-1.89648, 0.74260, -0.54868], [-3.68268, 1.16433, -2.27818], [-2.06752, 0.89554, -2.82190], [-2.31598, 3.76210, -2.67320], [-3.88508, 3.17419, -3.11712], [-3.23947, 3.02108, -5.22923], [-2.16820, 1.72121, -4.77430], [-0.66960, 4.07563, -4.26594], [-1.63968, 4.43875, -5.66078], [0.13929, 3.51062, -6.75808], [-0.96666, 2.19008, -6.62321], [0.80420, 0.99258, -5.77608], [1.76936, 2.42217, -5.76533], [1.24849, 3.05018, -3.57023], [-0.09659, 1.97517, -3.43590], [1.61169, 1.16715, -2.13139], [1.41683, -0.80486, -4.43408], [0.53858, -0.69793, -2.85817], [2.47886, -1.03201, -1.56805], [4.13743, -3.43786, -4.32676], [1.74078, -3.38690, -1.70093], [5.74234, 0.26600, -3.42152], [5.27609, -1.47085, -3.36083], [5.04222, 0.13929, -0.81172], [6.35018, -2.58915, -1.56970], [5.89822, -1.94968, 0.14205], [4.90815, 1.81139, -4.39891], [3.45452, 2.75286, -4.57877], [5.41995, 2.71164, -2.27416], [3.72695, 3.14305, -1.94809], [4.65685, 4.07693, -3.08484], [-0.90624, -1.03449, 5.30204], [-0.43205, -0.23170, 4.07209], [1.04956, -0.26753, 3.68260], [1.83997, 0.28144, 4.61221], [1.19545, 0.46448, 2.54401], [-0.84567, 1.04926, 4.15585], [-1.06487, -0.79676, 3.00066], [-1.15507, -0.34075, 6.51936], [-0.23594, -0.15913, 7.52649], [-0.00559, 1.32934, 7.82122], [0.48833, 1.95540, 6.73598], [0.89254, 1.43608, 8.82265], [0.92378, -0.80520, 7.30800], [-0.76684, -0.67561, 8.65478], [-1.89310, -1.38637, 5.00768], [-0.30073, -1.92736, 5.45644], [1.37638, -1.29218, 3.48795], [-0.94416, 1.80238, 8.11472], [-4.73671, -4.02941, 2.57479], [-3.39021, -3.63707, 3.21690], [-2.44542, -4.73413, 3.72220], [-2.97060, -5.42681, 4.73745], [-1.31305, -4.13073, 4.17106], [-3.58859, -2.72458, 4.19245], [-2.66930, -3.02012, 2.23296], [-5.92726, -3.90301, 3.33935], [-6.48729, -4.90733, 4.09928], [-6.61566, -4.49711, 5.57279], [-5.40216, -4.24775, 6.09917], [-7.17985, -5.51556, 6.25248], [-5.85295, -6.08431, 3.96338], [-7.74922, -5.08618, 3.65658], [-4.86619, -3.28554, 1.78960], [-4.67271, -4.99552, 2.07399], [-2.17700, -5.41629, 2.91163], [-7.23759, -3.60446, 5.66003]],
  "e_tot_ev": -87751.1674,
  "gap_ha": 0.34846,
  "e_lumo_ha": -0.1230,
  "total_charge": 1
}



Record 2
{
  "formula": "C19H30N4O2",
  "method": "ωB97M-V with the def2-TZVPD basis set",
  "species": ["C", "C", "C", "C", "H", "H", "O", "C", "O", "C", "N", "C", "C", "C", "C", "C", "C", "N", "C", "N", "H", "C", "H", "H", "C", "N", "C", "C", "H", "H", "H", "H", "H", "C", "C", "H", "H", "H", "H", "H", "H", "H", "H", "H", "H", "H", "H", "H", "H", "H", "H", "H", "H", "H", "H"],
  "xyz": [[-5.77096, -2.33634, -0.23931], [-5.49771, -3.81811, -0.01043], [-4.14037, -4.08848, 0.63955], [-2.94647, -3.78106, -0.26377], [-2.03474, -4.19410, 0.17915], [-3.09482, -4.19606, -1.26278], [-2.74430, -2.38240, -0.46912], [-2.10144, -1.72199, 0.48455], [-1.73131, -2.18952, 1.52751], [-1.94583, -0.24636, 0.10693], [-0.60098, 0.16220, 0.38267], [-0.14372, 1.23704, 1.10859], [-0.80326, 2.29279, 1.70420], [-0.03418, 3.24309, 2.36345], [1.34592, 3.13600, 2.42129], [2.01538, 2.07634, 1.82246], [1.26026, 1.13009, 1.16005], [1.61149, -0.03044, 0.50096], [0.46271, -0.62290, -0.00248], [0.28081, -1.68001, -0.68463], [1.12167, -2.20240, -0.89450], [2.94096, -0.39821, 0.10050], [3.05114, -1.48651, 0.15766], [3.64360, 0.05676, 0.79942], [3.21735, 0.08101, -1.33876], [2.96388, 1.50428, -1.43884], [2.15786, 1.89421, -2.57763], [2.82857, 1.76200, -3.95049], [3.67794, 2.43549, -4.03464], [3.17540, 0.74371, -4.11352], [2.11545, 2.01249, -4.73143], [1.25509, 1.27621, -2.55667], [1.84500, 2.92884, -2.42411], [4.14413, 2.31145, -1.19122], [3.79950, 3.76397, -0.88177], [3.49002, 4.29898, -1.77546], [4.67233, 4.26697, -0.47238], [2.99455, 3.80230, -0.15222], [4.64336, 1.88141, -0.31882], [4.86132, 2.26920, -2.03017], [2.53501, -0.45072, -2.00558], [4.24676, -0.18936, -1.61940], [3.08979, 2.00594, 1.87819], [1.91562, 3.89081, 2.94241], [-0.52349, 4.07926, 2.83956], [-1.87788, 2.38252, 1.66489], [-2.63346, 0.34959, 0.71075], [-2.18363, -0.13223, -0.95586], [-4.07980, -5.14473, 0.90917], [-4.04273, -3.50378, 1.55590], [-6.27573, -4.22707, 0.63873], [-5.55041, -4.34893, -0.96383], [-5.04906, -1.91478, -0.93285], [-6.76866, -2.19633, -0.64992], [-5.70672, -1.79006, 0.69969]],
  "e_tot_ev": -30246.0305,
  "gap_ha": 0.30278,
  "e_lumo_ha": 0.0311
}